No. 1
{"formula": "C5H24NO8", "method": "ωB97M-V/def2-TZVPD", "symbols": ["C", "O", "C", "C", "C", "C", "O", "N", "H", "H", "H", "H", "H", "H", "H", "H", "H", "H", "H", "H", "H", "H", "O", "H", "H", "O", "H", "H", "O", "H", "H", "O", "H", "H", "O", "H", "H", "O"], "xyz": [[-0.7268, -2.2536, -1.1724], [-1.8138, -2.0460, -2.1119], [-0.7978, -1.1732, -0.1047], [-0.1235, -1.6865, 1.2294], [1.3443, -1.2237, 1.2037], [1.6826, 0.1100, 1.9794], [0.5910, 0.9405, 1.9566], [-2.1607, -0.6697, 0.1687], [0.1543, -2.4411, -1.7203], [-1.1943, -3.2878, -0.8258], [-1.8260, -1.1188, -2.4761], [-0.4660, -0.2083, -0.5483], [-0.7545, -1.3012, 2.1019], [-0.1925, -2.7853, 1.3270], [1.8405, -0.9249, 0.1614], [2.0005, -1.9127, 1.6609], [1.8721, 0.0683, 3.0395], [2.4625, 0.7102, 1.5044], [-2.7914, -1.3166, -0.0673], [-2.4529, 0.1912, -0.1101], [0.2953, 1.1939, 1.1212], [0.9640, 3.1807, -0.0138], [0.5943, 2.4010, -0.3944], [3.2661, -2.6210, -1.0746], [2.3609, -1.5035, -1.5984], [2.9416, -2.2908, -1.9021], [-2.3550, 0.4932, 1.8894], [-0.8128, 0.6815, 2.2876], [-1.7581, 0.6613, 2.7365], [-1.9204, 2.6106, 1.5247], [-1.5760, 2.4360, 0.0068], [-2.1955, 2.7281, 0.6237], [2.8205, 1.1899, -1.6423], [1.5350, 1.4893, -0.5826], [2.5367, 0.7824, -0.7664], [-0.2232, 2.3902, -1.8235], [0.3208, 2.2728, -3.2780], [-0.4558, 2.1440, -2.7491]], "lowdin_charge": [-0.19, -0.14, -0.33, -0.13, -0.15, -0.23, -0.09, 0.07, 0.09, 0.16, 0.10, 0.14, 0.12, 0.10, 0.09, 0.07, 0.11, 0.10, 0.03, 0.03, 0.01, 0.00, -0.29, 0.01, 0.04, -0.10, 0.05, -0.02, -0.21, 0.01, -0.04, -0.04, 0.02, 0.04, -0.30, -0.04, 0.00, -0.11], "multiplicity": 1, "gap_ev": 9.40, "e_above_lowest_kj_mol": 266.5, "homo_ha": -0.22636, "total_energy_ha": -861.54009, "charge": -1}



No. 2
{"formula": "C5H24NO8S", "method": "ωB97M-V/def2-TZVPD", "symbols": ["O", "C", "N", "C", "C", "S", "C", "C", "H", "H", "H", "H", "H", "H", "H", "H", "H", "H", "H", "H", "O", "H", "H", "O", "H", "H", "O", "H", "H", "O", "H", "H", "O", "H", "H", "O", "H", "H", "O"], "xyz": [[1.8665, 1.6028, -0.1396], [1.0845, 0.9606, 0.5452], [-0.0168, 0.3546, -0.0160], [-0.5882, 1.0128, -1.2099], [-1.9805, 1.5146, -0.9283], [-1.8848, 2.7265, 0.4650], [-0.4991, 0.0818, -2.4695], [1.2253, 0.7260, 2.0024], [-0.6683, 0.0400, 0.6929], [0.1385, 1.7955, -1.3558], [-2.7761, 0.7376, -0.8860], [-2.4119, 1.8860, -1.8741], [-0.0062, -0.8759, -2.3535], [0.0724, 0.6602, -3.2119], [-1.4537, 0.0880, -3.0014], [2.1937, 0.9981, 2.4198], [0.5243, 1.3806, 2.5050], [0.9508, -0.2676, 2.3553], [-3.5264, 0.8023, 1.1563], [-4.8923, 1.1690, 1.0179], [-4.3507, 0.7641, 1.6786], [-2.7126, -2.1156, -0.1352], [-2.7677, -3.0235, 1.1072], [-2.7851, -2.1115, 0.8231], [2.8103, -1.2553, -0.7360], [1.5139, -0.9318, -1.0012], [1.9808, -1.7679, -0.7942], [-0.4275, 3.5437, 3.3832], [0.7234, 2.8507, 2.8840], [0.5220, 3.5019, 3.5738], [-0.2380, -2.6404, -0.6555], [0.2355, -4.0974, -0.5647], [-0.5062, -3.5488, -0.8299], [2.2656, -2.8729, 0.4267], [2.5245, -4.4129, 0.7228], [2.6486, -3.5225, 1.0533], [3.6602, 1.5746, -2.9949], [3.4475, 1.3177, -1.4772], [4.1039, 1.3542, -2.1781]], "lowdin_charge": [0.03, -0.56, 0.04, -0.45, -0.69, 0.28, -0.04, 0.00, 0.12, 0.10, 0.05, 0.05, 0.05, 0.07, 0.07, 0.10, 0.05, 0.10, -0.06, 0.00, -0.11, 0.02, 0.03, -0.05, 0.08, 0.03, -0.07, 0.03, -0.02, -0.08, 0.01, 0.02, -0.05, -0.03, 0.02, -0.08, 0.02, -0.02, -0.06], "multiplicity": 1, "gap_ev": 6.14, "e_above_lowest_kj_mol": 102.4, "homo_ha": -0.13406, "total_energy_ha": -1259.81443, "charge": -1}



No. 3
{"formula": "C5H24O9", "method": "ωB97M-V/def2-TZVPD", "symbols": ["C", "C", "C", "C", "O", "C", "H", "H", "H", "H", "H", "H", "H", "H", "H", "H", "O", "H", "H", "O", "H", "H", "O", "H", "H", "O", "H", "H", "O", "H", "H", "O", "H", "H", "O", "H", "H", "O"], "xyz": [[-0.3569, 1.6631, -3.1610], [-0.8696, 0.4439, -2.9975], [-2.1326, 0.2891, -2.2570], [-2.1424, -0.1120, -0.9241], [-0.9441, -0.3196, -0.3205], [-3.3225, -0.0512, 0.0007], [0.4661, 2.1005, -3.8091], [-0.8950, 2.5150, -2.9566], [-0.3335, -0.4861, -3.3574], [-2.9807, 0.3032, -2.9190], [-1.0153, -0.5482, 0.6962], [-4.2222, 0.4597, -0.5277], [-2.9527, 0.5474, 0.8739], [-3.6175, -1.0184, 0.3980], [2.4465, 0.4460, -0.6408], [3.1765, -0.5289, -1.3318], [2.8181, -0.4284, -0.4863], [-0.4023, 1.3652, 0.6791], [-0.8054, 2.7998, 1.1666], [-0.0316, 2.3158, 0.7915], [0.9789, 1.6854, -1.2080], [2.0399, 2.5765, -0.7753], [1.9102, 1.8393, -1.3203], [0.8723, 1.2214, 3.9732], [0.4037, 1.8159, 2.6098], [0.0919, 1.4821, 3.4128], [0.4578, -3.5647, 0.6075], [1.8084, -3.2170, 1.4206], [0.9995, -3.6238, 1.5036], [-0.7435, 0.0280, 2.8299], [-0.2268, -1.1914, 2.1109], [-0.9506, -0.6374, 2.1544], [2.3405, -0.3834, 1.4033], [2.5890, -0.9587, 2.7907], [2.0758, -0.3827, 2.3929], [1.0321, -1.3968, -1.2833], [-0.2605, -1.9502, -1.1704], [0.6292, -2.2474, -1.3213]], "lowdin_charge": [-0.03, -0.18, -0.06, -0.38, -0.08, -0.03, 0.09, 0.03, 0.12, 0.10, 0.05, 0.12, 0.09, 0.08, -0.02, 0.03, -0.04, 0.07, 0.08, -0.08, 0.00, 0.04, -0.01, 0.09, -0.04, -0.05, 0.10, -0.04, -0.07, 0.04, 0.01, 0.01, 0.07, -0.05, 0.00, -0.02, 0.00, -0.05], "multiplicity": 1, "gap_ev": 8.86, "smiles": "C=C/C=C(/C)O.O.O.O.O.O.O.O.O", "e_above_lowest_kj_mol": 225.9, "homo_ha": -0.31571, "total_energy_ha": -881.98222}



No. 4
{"formula": "C5H25N2O7", "method": "ωB97M-V/def2-TZVPD", "symbols": ["N", "C", "C", "N", "C", "C", "C", "O", "H", "H", "H", "H", "H", "H", "H", "H", "H", "H", "H", "H", "H", "H", "H", "O", "H", "H", "O", "H", "H", "O", "H", "H", "O", "H", "H", "O", "H", "H", "O"], "xyz": [[0.4874, -2.5728, 0.4655], [1.2904, -1.4523, -0.0268], [0.5559, -0.7210, -1.1389], [1.0745, 0.4180, -1.6046], [2.0195, 2.5982, -0.9944], [2.3021, 1.1051, -1.1909], [3.3677, 0.6723, -2.2200], [-0.5621, -1.1142, -1.5065], [0.5329, -3.4654, -0.0646], [0.7972, -2.8812, 1.3918], [-0.5432, -2.3964, 0.5639], [2.3060, -1.8094, -0.3014], [1.4312, -0.8056, 0.9029], [0.3747, 0.9487, -2.1034], [1.1639, 2.5957, -0.2966], [1.6401, 3.0331, -1.9024], [2.8403, 3.1278, -0.5069], [2.4388, 0.6863, -0.1580], [2.9766, 0.9009, -3.2187], [3.5808, -0.4035, -2.1485], [4.2595, 1.2784, -2.1448], [-1.8918, 1.9164, 2.6807], [-2.1352, 1.2853, 4.0702], [-1.5261, 1.2865, 3.3279], [-2.8044, -1.6039, 1.5447], [-1.9134, -0.3289, 2.0060], [-1.9515, -1.2813, 1.8408], [0.2671, 0.6830, 1.7311], [0.8649, -0.2388, 2.9199], [1.0468, 0.2935, 2.1417], [-2.8821, 0.2177, -1.5375], [-3.1960, 1.6762, -1.2449], [-2.6115, 0.9481, -0.9779], [-1.7040, -2.5519, -1.4469], [-2.8055, -3.5689, -0.7932], [-1.8816, -3.4068, -1.0047], [-2.1728, 2.6596, 0.6215], [-1.5746, 3.7173, 1.3903], [-1.3526, 2.8140, 1.1140]], "lowdin_charge": [0.17, -0.08, -0.42, 0.10, -0.03, -0.40, -0.03, 0.01, 0.18, 0.17, 0.12, 0.15, 0.09, 0.16, 0.07, 0.08, 0.09, 0.13, 0.09, 0.08, 0.08, 0.01, 0.06, -0.06, 0.05, 0.01, -0.05, 0.04, 0.07, -0.04, 0.04, 0.05, -0.06, 0.01, 0.05, -0.07, 0.04, 0.08, -0.04], "multiplicity": 1, "gap_ev": 10.33, "e_above_lowest_kj_mol": 118.5, "homo_ha": -0.47710, "total_energy_ha": -841.49157, "charge": 1}